Entry 1:
This record from OMol25 describes a structure of composition BrH6IO3Zn. The level of theory is the ωB97M-V functional and the def2-TZVPD basis.

gap between HOMO and LUMO: 4.1589 eV
total energy: -132797.8563 eV
strongest force on any atom: 1.5 eV/Å

ORCA input file:
```
! wB97M-V def2-TZVPD RIJCOSX def2/J DEFGRID3
* xyz 0 1
Zn 1.905 -3.337 -8.445
I 2.625 -4.959 -11.911
Br 4.633 -3.304 -5.932
O 0.583 -5.902 -7.147
H -0.148 -6.341 -7.581
H 0.678 -6.362 -6.313
O 2.614 -0.395 -9.458
H 3.073 0.303 -8.991
H 2.416 -0.020 -10.316
O -1.200 -2.427 -8.765
H -1.499 -1.533 -8.598
H -1.941 -2.850 -9.198
*
```

Listed below, in e, are the Löwdin charges computed for each atom: atom 1 (Zn): 0.84, atom 2 (I): -0.32, atom 3 (Br): -0.47, atom 4 (O): -0.10, atom 5 (H): 0.04, atom 6 (H): 0.04, atom 7 (O): -0.10, atom 8 (H): 0.04, atom 9 (H): 0.04, atom 10 (O): -0.08, atom 11 (H): 0.04, atom 12 (H): 0.04

Entry 2:
This record from OMol25 describes a cluster of 3 separate species, BrH8N2 in total. The level of theory is the ωB97M-V functional and the def2-TZVPD basis.

gap between HOMO and LUMO (spin up / spin down): 13.2927 / 7.4768 eV
total energy: -73134.7083 eV
strongest force on any atom: 1.2 eV/Å

ORCA input file:
```
! wB97M-V def2-TZVPD RIJCOSX def2/J DEFGRID3
* xyz 2 2
N -1.214 -1.998 -2.020
H -0.877 -2.819 -1.538
H -0.926 -1.116 -1.620
H -2.213 -1.927 -1.893
H -1.043 -2.010 -3.016
N 1.243 1.788 2.175
H 1.232 2.779 1.979
H 0.561 1.646 2.907
H 2.182 1.495 2.403
H 0.950 1.328 1.325
Br 0.105 0.833 -0.704
*
```

Listed below, in e, are the Löwdin charges computed for each atom: atom 1 (N): 0.33, atom 2 (H): 0.16, atom 3 (H): -0.05, atom 4 (H): 0.16, atom 5 (H): 0.16, atom 6 (N): 0.31, atom 7 (H): 0.16, atom 8 (H): 0.16, atom 9 (H): 0.16, atom 10 (H): -0.08, atom 11 (Br): 0.51

Entry 3:
This record from OMol25 describes a structure of composition BrHIP. The level of theory is the ωB97M-V functional and the def2-TZVPD basis.

gap between HOMO and LUMO (spin up / spin down): 8.1663 / 6.0052 eV
total energy: -87446.4431 eV
relative energy (zero: lowest compared OMol25 entry of this formula, charge and spin): 211.2 kJ/mol
strongest force on any atom: 2.2 eV/Å

ORCA input file:
```
! wB97M-V def2-TZVPD RIJCOSX def2/J DEFGRID3
* xyz 0 1
P -1.407 0.485 0.688
Br 0.432 0.762 -0.348
I 3.259 -0.897 -0.122
H -2.284 -0.350 -0.218
*
```

Listed below, in e, are the Löwdin charges computed for each atom: atom 1 (P): 0.19, atom 2 (Br): -0.02, atom 3 (I): 0.00, atom 4 (H): -0.18

Entry 4:
This record from OMol25 describes a structure of composition BrHNO. The level of theory is the ωB97M-V functional and the def2-TZVPD basis.

gap between HOMO and LUMO: 8.1365 eV
total energy: -73595.3162 eV
relative energy (zero: lowest compared OMol25 entry of this formula, charge and spin): 0.0 kJ/mol
strongest force on any atom: 4.8 eV/Å

ORCA input file:
```
! wB97M-V def2-TZVPD RIJCOSX def2/J DEFGRID3
* xyz -1 1
N 0.291 0.634 0.011
O -0.307 0.842 1.141
Br -1.000 -1.185 -1.185
H 1.015 -0.291 0.033
*
```

Listed below, in e, are the Löwdin charges computed for each atom: atom 1 (N): -0.30, atom 2 (O): -0.31, atom 3 (Br): -0.39, atom 4 (H): 0.00

Entry 5:
This record from OMol25 describes the ion BrHNO3S with charge -1. The level of theory is the ωB97M-V functional and the def2-TZVPD basis.

gap between HOMO and LUMO: 8.5192 eV
total energy: -88527.0356 eV
relative energy (zero: lowest compared OMol25 entry of this formula, charge and spin): 46.6 kJ/mol
strongest force on any atom: 3.5 eV/Å

ORCA input file:
```
! wB97M-V def2-TZVPD RIJCOSX def2/J DEFGRID3
* xyz -1 1
N 0.331 0.826 -0.533
O -1.669 -0.825 -0.801
O -1.007 0.003 1.432
O 0.497 -1.553 0.098
S -0.555 -0.528 0.106
Br 1.212 1.459 0.916
H 1.190 0.618 -1.218
*
```

Listed below, in e, are the Löwdin charges computed for each atom: atom 1 (N): -0.66, atom 2 (O): -0.39, atom 3 (O): -0.49, atom 4 (O): -0.43, atom 5 (S): 0.29, atom 6 (Br): 0.62, atom 7 (H): 0.07

Entry 6:
This record from OMol25 describes a structure of composition BrLi4. The level of theory is the ωB97M-V functional and the def2-TZVPD basis.

gap between HOMO and LUMO: 6.8680 eV
total energy: -70837.2677 eV
relative energy (zero: lowest compared OMol25 entry of this formula, charge and spin): 0.0 kJ/mol
strongest force on any atom: 0.3 eV/Å

ORCA input file:
```
! wB97M-V def2-TZVPD RIJCOSX def2/J DEFGRID3
* xyz 3 1
Li 3.944 0.388 2.188
Li 0.343 -4.192 0.756
Li -4.267 0.515 -0.654
Li -0.161 3.391 -2.149
Br 0.141 -0.102 -0.141
*
```

Listed below, in e, are the Löwdin charges computed for each atom: atom 1 (Li): 0.96, atom 2 (Li): 0.94, atom 3 (Li): 0.95, atom 4 (Li): 0.92, atom 5 (Br): -0.78

Entry 7:
This record from OMol25 describes a structure of composition BrMn2. The level of theory is the ωB97M-V functional and the def2-TZVPD basis.

gap between HOMO and LUMO (spin up / spin down): 8.9310 / 8.9482 eV
total energy: -132646.0782 eV
relative energy (zero: lowest compared OMol25 entry of this formula, charge and spin): 31.1 kJ/mol
strongest force on any atom: 1.1 eV/Å

ORCA input file:
```
! wB97M-V def2-TZVPD RIJCOSX def2/J DEFGRID3
* xyz 3 11
Mn -24.180 -11.049 9.242
Mn -23.370 -6.890 8.257
Br -23.037 -9.404 7.581
*
```

Listed below, in e, are the Löwdin charges computed for each atom: atom 1 (Mn): 1.38, atom 2 (Mn): 1.39, atom 3 (Br): 0.23

Entry 8:
This record from OMol25 describes a structure of composition C10H10BBiClF4. The level of theory is the ωB97M-V functional and the def2-TZVPD basis.

gap between HOMO and LUMO: 7.8176 eV
total energy: -40443.8496 eV
relative energy (zero: lowest compared OMol25 entry of this formula, charge and spin): 349.0 kJ/mol
strongest force on any atom: 5.2 eV/Å

ORCA input file:
```
! wB97M-V def2-TZVPD RIJCOSX def2/J DEFGRID3
* xyz -1 1
C -2.276 -0.950 -0.153
C -1.633 -1.150 -1.434
C -1.400 0.167 -2.019
H -1.355 -2.071 -1.853
C -1.860 1.169 -1.061
C -2.408 0.463 0.076
H -2.746 0.910 0.965
H -2.498 -1.705 0.540
H -0.943 0.361 -2.938
H -1.762 2.210 -1.161
Bi -0.007 0.004 -0.118
Cl 0.166 -2.056 1.437
C 2.367 0.117 0.213
C 1.984 1.372 -0.400
C 1.487 1.089 -1.729
H 1.971 2.308 0.076
C 1.576 -0.350 -1.944
C 2.129 -0.948 -0.748
H 2.242 -1.972 -0.567
H 2.664 -0.015 1.208
H 1.070 1.789 -2.390
H 1.243 -0.871 -2.790
F -0.008 0.090 1.976
B 0.000 -0.005 3.405
F 1.223 -0.561 3.819
F -0.108 1.351 3.773
F -1.119 -0.747 3.818
*
```

Listed below, in e, are the Löwdin charges computed for each atom: atom 1 (C): -0.23, atom 2 (C): -0.22, atom 3 (C): -0.26, atom 4 (H): 0.09, atom 5 (C): -0.24, atom 6 (C): -0.20, atom 7 (H): 0.09, atom 8 (H): 0.07, atom 9 (H): 0.07, atom 10 (H): 0.08, atom 11 (Bi): 1.71, atom 12 (Cl): 0.12, atom 13 (C): -0.23, atom 14 (C): -0.22, atom 15 (C): -0.24, atom 16 (H): 0.08, atom 17 (C): -0.22, atom 18 (C): -0.23, atom 19 (H): 0.06, atom 20 (H): 0.09, atom 21 (H): 0.08, atom 22 (H): 0.08, atom 23 (F): -0.30, atom 24 (B): -1.30, atom 25 (F): 0.08, atom 26 (F): 0.09, atom 27 (F): 0.08

Entry 9:
This record from OMol25 describes a structure of composition C10H10Br2ClIN2O. The level of theory is the ωB97M-V functional and the def2-TZVPD basis.

gap between HOMO and LUMO: 8.3475 eV
total energy: -176262.2339 eV
relative energy (zero: lowest compared OMol25 entry of this formula, charge and spin): 243.0 kJ/mol
strongest force on any atom: 6.9 eV/Å

ORCA input file:
```
! wB97M-V def2-TZVPD RIJCOSX def2/J DEFGRID3
* xyz 0 1
C -0.826 -2.509 2.868
C -1.425 -1.410 1.843
Br -2.544 0.040 2.587
C -1.132 -1.464 0.450
Br 0.027 -3.013 -0.107
C -1.652 -0.469 -0.692
I -3.873 -0.374 -0.825
C -1.220 -1.143 -2.108
N -0.887 -1.691 -3.139
C -1.003 1.024 -0.688
Cl -2.353 2.225 -0.200
C -0.662 1.428 -2.227
N -0.028 1.729 -3.221
C 0.213 1.264 0.323
C 1.662 0.814 -0.209
C 2.527 2.004 -0.897
O 1.664 -0.338 -1.087
H -1.291 -3.549 2.726
H 0.326 -2.550 2.738
H -1.009 -2.214 3.977
H 0.079 0.815 1.369
H 0.276 2.413 0.489
H 2.270 0.502 0.735
H 3.629 1.811 -0.576
H 2.203 3.049 -0.521
H 2.505 1.954 -2.041
H 2.522 -0.347 -1.568
*
```

Listed below, in e, are the Löwdin charges computed for each atom: atom 1 (C): -0.17, atom 2 (C): -0.67, atom 3 (Br): 0.65, atom 4 (C): -0.61, atom 5 (Br): 0.75, atom 6 (C): -0.73, atom 7 (I): 0.87, atom 8 (C): -0.34, atom 9 (N): 0.16, atom 10 (C): -0.65, atom 11 (Cl): 0.49, atom 12 (C): -0.17, atom 13 (N): 0.17, atom 14 (C): -0.14, atom 15 (C): -0.38, atom 16 (C): -0.07, atom 17 (O): -0.12, atom 18 (H): 0.09, atom 19 (H): 0.07, atom 20 (H): 0.08, atom 21 (H): 0.10, atom 22 (H): 0.12, atom 23 (H): 0.15, atom 24 (H): 0.09, atom 25 (H): 0.09, atom 26 (H): 0.08, atom 27 (H): 0.11

Entry 10:
This record from OMol25 describes a cluster of 3 separate species, C10H10Br2F16O3PS in total. The level of theory is the ωB97M-V functional and the def2-TZVPD basis.

gap between HOMO and LUMO: 7.2876 eV
total energy: -220356.1120 eV
strongest force on any atom: 1.6 eV/Å

ORCA input file:
```
! wB97M-V def2-TZVPD RIJCOSX def2/J DEFGRID3
* xyz 1 1
O -9.221 3.440 0.880
P -7.692 3.886 0.941
Br -7.678 5.976 0.242
S -6.940 2.769 -0.867
Br -4.784 2.951 -0.598
H -9.279 2.485 0.888
H -7.277 3.488 -1.965
C -0.660 -0.806 -1.082
C -0.484 -1.361 -2.509
C 0.734 -0.908 -3.320
F 0.724 0.425 -3.532
F 0.695 -1.516 -4.525
F -1.618 -1.136 -3.210
F -0.359 -2.704 -2.374
O -1.560 0.291 -0.905
C -1.169 1.580 -1.073
C -1.921 2.241 -2.225
F -1.731 1.597 -3.377
F -1.496 3.512 -2.377
F 0.149 1.700 -1.194
F -1.534 2.256 0.051
H -1.127 -1.612 -0.525
H 0.291 -0.629 -0.593
H 1.662 -1.188 -2.816
H -2.999 2.249 -2.000
C 2.409 -1.781 2.844
C 3.638 -1.650 3.766
C 4.449 -0.351 3.713
F 4.986 -0.145 2.494
F 5.461 -0.438 4.600
F 4.445 -2.708 3.576
F 3.161 -1.729 5.037
O 2.556 -2.501 1.628
C 3.009 -1.914 0.488
C 4.336 -2.514 0.024
F 5.272 -2.376 0.970
F 4.740 -1.855 -1.082
F 3.061 -0.579 0.611
F 2.092 -2.174 -0.480
H 1.704 -2.381 3.411
H 1.919 -0.822 2.686
H 3.824 0.507 3.980
H 4.211 -3.574 -0.204
*
```

Listed below, in e, are the Löwdin charges computed for each atom: atom 1 (O): -0.37, atom 2 (P): 0.32, atom 3 (Br): 0.37, atom 4 (S): 0.30, atom 5 (Br): 0.52, atom 6 (H): 0.06, atom 7 (H): -0.05, atom 8 (C): -0.02, atom 9 (C): -0.44, atom 10 (C): -0.30, atom 11 (F): 0.10, atom 12 (F): 0.11, atom 13 (F): 0.13, atom 14 (F): 0.12, atom 15 (O): 0.05, atom 16 (C): -0.57, atom 17 (C): -0.35, atom 18 (F): 0.13, atom 19 (F): 0.11, atom 20 (F): 0.18, atom 21 (F): 0.11, atom 22 (H): 0.15, atom 23 (H): 0.12, atom 24 (H): 0.16, atom 25 (H): 0.04, atom 26 (C): -0.03, atom 27 (C): -0.45, atom 28 (C): -0.31, atom 29 (F): 0.10, atom 30 (F): 0.11, atom 31 (F): 0.14, atom 32 (F): 0.11, atom 33 (O): 0.05, atom 34 (C): -0.55, atom 35 (C): -0.29, atom 36 (F): 0.12, atom 37 (F): 0.10, atom 38 (F): 0.15, atom 39 (F): 0.12, atom 40 (H): 0.15, atom 41 (H): 0.14, atom 42 (H): 0.17, atom 43 (H): 0.18